This record from the OMol25 dataset describes 2 unconnected molecules or ions with the total composition C3H11N2. The level of theory is ωB97M-V/def2-TZVPD.

Properties
Maximum force: 0.018 hartree/bohr
Net charge: +1
Total energy: -6262.2681 eV

```
16
Properties=species:S:1:pos:R:3:mulliken_charge:R:1
N -2.552 1.897 -0.072 -0.7173
H -2.854 1.282 -0.823 0.2129
H -2.241 2.743 -0.545 0.2187
H -3.411 2.190 0.384 0.2571
C 0.915 1.056 -1.036 -0.9494
C 1.137 0.010 0.008 -0.1575
C 0.729 -1.244 -0.110 -0.0863
N 0.533 -2.031 1.140 -0.3269
H 0.789 0.585 -2.012 0.3681
H -0.008 1.573 -0.781 0.1167
H 1.715 1.793 -1.082 0.3499
H 1.489 0.366 0.976 0.2752
H 0.367 -1.678 -1.029 0.3474
H 0.431 -1.406 1.941 0.3633
H -0.361 -2.526 1.066 0.3789
H 1.222 -2.768 1.322 0.3493
```